DFT (ωB97M-V/def2-TZVPD) results for a molecular structure, C55H45Cl4CrO10P.

Each line ends with the Mulliken spin population.
Atoms and positions in Å:
1 Cr -1.007 -0.472 0.419  2.463
2 O -4.054 -0.857 -0.901  0.153
3 Cl -3.057 0.217 -0.688  0.297
4 O -4.118 1.442 0.889  0.453
5 O -1.333 -1.966 0.141  -0.396
6 O -2.978 1.099 -1.896  0.142
7 C 1.372 3.373 5.648  -0.001
8 C 0.135 2.789 4.963  0.034
9 C -1.118 3.245 5.719  0.027
10 O 0.220 1.387 4.949  -0.004
11 C -0.276 0.918 3.697  0.024
12 C -0.052 2.104 2.743  -0.021
13 O 0.111 3.222 3.612  -0.002
14 C -1.195 2.291 1.687  -0.036
15 O -1.092 1.217 0.833  -0.137
16 C -2.539 2.353 2.404  0.430
17 C -2.901 3.469 3.105  -0.138
18 C -4.087 3.511 3.851  0.417
19 C -4.940 2.385 3.889  -0.138
20 C -4.679 1.286 3.144  0.320
21 C -3.555 1.264 2.142  0.022
22 C -1.032 3.596 0.894  -0.011
23 C 0.127 4.359 0.885  0.002
24 C 0.192 5.534 0.147  0.001
25 C -0.903 5.968 -0.582  0.000
26 C -2.052 5.186 -0.607  -0.005
27 C -2.112 4.005 0.111  -0.004
28 C 0.390 -0.437 3.281  0.038
29 O 0.229 -0.683 1.948  0.033
30 C -0.278 -1.506 4.166  -0.004
31 C -1.061 -2.495 3.586  0.012
32 C -1.680 -3.451 4.380  0.004
33 C -1.537 -3.418 5.758  0.000
34 C -0.745 -2.438 6.340  0.000
35 C -0.110 -1.493 5.549  -0.003
36 C 1.911 -0.492 3.519  0.008
37 C 2.732 0.615 3.690  0.001
38 C 4.104 0.470 3.847  0.000
39 C 4.685 -0.785 3.793  0.000
40 C 3.883 -1.892 3.557  0.000
41 C 2.513 -1.747 3.423  -0.003
42 H 1.498 2.906 6.623  0.000
43 H 1.244 4.449 5.764  0.000
44 H 2.261 3.184 5.052  0.000
45 H -0.964 3.098 6.788  -0.004
46 H -1.984 2.670 5.403  -0.019
47 H -1.300 4.299 5.515  0.003
48 H -1.356 0.728 3.782  -0.006
49 H 0.867 1.940 2.167  -0.001
50 H -2.242 4.329 3.114  -0.011
51 H -4.333 4.402 4.414  0.023
52 H -5.815 2.411 4.530  -0.001
53 H -5.359 0.444 3.123  0.008
54 H -3.053 0.267 2.192  -0.029
55 H 0.978 4.065 1.483  0.001
56 H 1.106 6.117 0.153  0.000
57 H -0.864 6.906 -1.124  0.000
58 H -2.913 5.502 -1.184  0.000
59 H -3.004 3.390 0.091  0.004
60 H -1.172 -2.499 2.508  -0.011
61 H -2.287 -4.218 3.916  0.000
62 H -2.042 -4.151 6.377  0.000
63 H -0.628 -2.406 7.417  0.000
64 H 0.515 -0.733 5.997  0.000
65 H 2.318 1.609 3.709  -0.001
66 H 4.720 1.350 3.992  0.000
67 H 5.754 -0.897 3.922  0.000
68 H 4.332 -2.873 3.464  0.000
69 H 1.890 -2.609 3.225  0.001
70 Cl 4.507 -5.811 -0.171  0.000
71 C 3.226 -4.835 -0.850  0.000
72 C 2.999 -3.560 -0.358  0.004
73 C 2.008 -2.777 -0.916  -0.011
74 Cl 1.764 -1.171 -0.287  0.015
75 C 1.135 -3.238 -1.958  0.012
76 O 0.202 -2.569 -2.443  -0.002
77 C 1.442 -4.573 -2.386  0.001
78 Cl 0.440 -5.229 -3.641  0.000
79 C 2.456 -5.353 -1.877  0.001
80 H 3.592 -3.157 0.452  0.000
81 H 2.640 -6.344 -2.268  0.000
82 O -0.255 0.345 -1.744  0.028
83 P -0.594 0.209 -3.196  0.012
84 C -0.675 1.890 -3.920  -0.010
85 C -0.673 2.975 -3.054  -0.003
86 C -0.669 4.269 -3.553  -0.001
87 C -0.687 4.487 -4.922  0.001
88 C -0.656 3.408 -5.793  0.000
89 C -0.622 2.116 -5.294  -0.003
90 C 0.828 -0.404 -4.184  -0.002
91 C 0.669 -1.163 -5.337  0.002
92 C 1.780 -1.650 -6.007  0.000
93 C 3.055 -1.383 -5.532  0.000
94 C 3.218 -0.611 -4.389  0.000
95 C 2.109 -0.108 -3.731  0.002
96 C -1.993 -0.767 -3.875  0.000
97 C -2.260 -2.053 -3.419  0.015
98 C -3.249 -2.814 -4.025  0.000
99 C -3.989 -2.300 -5.075  0.000
100 C -3.761 -0.999 -5.500  0.001
101 C -2.771 -0.238 -4.903  0.005
102 H -0.678 2.791 -1.988  0.000
103 H -0.660 5.108 -2.871  0.000
104 H -0.715 5.498 -5.313  0.000
105 H -0.660 3.570 -6.865  0.000
106 H -0.551 1.273 -5.969  0.000
107 H -0.325 -1.430 -5.669  0.000
108 H 1.649 -2.268 -6.888  0.000
109 H 3.919 -1.799 -6.037  0.000
110 H 4.214 -0.424 -4.005  0.000
111 H 2.221 0.457 -2.815  0.000
112 H -1.677 -2.456 -2.607  -0.001
113 H -3.437 -3.818 -3.668  -0.001
114 H -4.750 -2.902 -5.557  0.000
115 H -4.353 -0.574 -6.303  0.000
116 H -2.622 0.783 -5.219  -0.002

Force components x, y, z for each atom (eV/Å):
Cr 3.0683 -1.7636 0.2094
O 0.1562 -0.1672 0.2554
Cl -1.8185 0.1679 -1.4369
O -0.3358 0.3869 -0.1497
O -0.7691 -0.3701 0.0072
O 0.1856 0.1114 0.5453
C -0.1044 -0.2439 -0.2409
C 0.0008 0.4063 0.5287
C 0.1197 -0.2012 -0.2240
O 0.1211 0.0043 -0.0285
C -0.0343 -0.0495 -0.4022
C 0.0951 -0.3738 -0.3182
O -0.1239 -0.0580 -0.0129
C 0.0524 0.5189 0.7674
O -0.5883 2.3075 0.2975
C -0.1802 0.0271 -0.1726
C 0.1107 -0.0806 0.0163
C 0.0482 0.1338 -0.1069
C -0.1826 -0.1947 0.1879
C 0.1146 0.0608 -0.0668
C 0.2024 -0.2159 0.2467
C 0.1178 -0.1427 -0.2140
C -0.0435 -0.1015 0.0831
C 0.0784 0.1409 -0.0146
C 0.0010 0.0154 0.1404
C -0.0833 0.0281 0.0819
C -0.0120 0.0530 -0.0183
C -0.0784 0.3263 0.3023
O -0.7366 -0.1905 -0.3486
C 0.0640 -0.0256 -0.0828
C 0.0712 0.1615 -0.0251
C -0.1070 -0.0282 0.0130
C -0.0322 -0.0579 -0.0163
C 0.0103 0.0521 0.0581
C -0.0500 -0.0771 0.0065
C -0.0253 0.0275 -0.0717
C -0.0185 -0.0491 0.0543
C 0.0705 0.0153 -0.0801
C 0.0565 0.0498 0.0233
C 0.0230 -0.1037 -0.0345
C 0.0119 0.0737 0.0468
H -0.0079 0.0371 0.0801
H 0.0129 0.0445 0.0468
H 0.0329 0.0076 -0.0109
H 0.0036 0.0051 0.0468
H -0.0341 0.0076 -0.0205
H -0.0399 0.0548 0.0431
H 0.0733 -0.0154 0.0113
H -0.0703 0.0910 0.0006
H 0.0236 -0.0026 0.0152
H -0.0335 0.0082 0.0310
H -0.0345 -0.0012 -0.0284
H -0.0046 -0.0548 0.0243
H -0.0826 0.1317 0.1116
H 0.0452 -0.0252 -0.0251
H -0.0064 0.0258 0.0219
H 0.0247 -0.0303 -0.0328
H -0.0061 -0.0218 -0.0558
H -0.0397 -0.0411 -0.0054
H 0.0210 -0.0929 0.0272
H -0.0230 -0.0230 -0.0196
H 0.0275 -0.0207 0.0035
H 0.0279 -0.0055 0.0082
H 0.0042 0.0023 0.0401
H -0.0625 0.0222 0.0264
H 0.0075 0.0104 0.0181
H 0.0284 -0.0185 -0.0370
H -0.0165 -0.0462 0.0224
H -0.0029 -0.0373 0.0021
Cl 0.2259 -0.1454 0.1389
C -0.0169 0.0111 -0.0302
C -0.0196 0.1831 -0.0553
C 0.0116 -0.1985 0.0400
Cl 0.6616 -0.4053 -0.3632
C 0.2789 -0.1220 0.2096
O 0.0450 0.2636 -0.1675
C 0.1453 0.0598 0.0789
Cl -0.1711 -0.1213 -0.2642
C -0.0166 0.1795 0.1204
H 0.0569 -0.0327 0.0168
H -0.0258 -0.0245 0.0158
O -0.6261 -0.3468 -0.0089
P 0.7042 0.1006 -0.6572
C -0.1074 -0.0968 0.1251
C -0.0875 -0.0646 0.1426
C 0.0250 0.1293 -0.1802
C 0.0181 0.0095 0.0415
C -0.0067 -0.0605 -0.1271
C -0.0213 0.0083 0.0091
C -0.1719 -0.1636 0.2316
C -0.0271 -0.0772 0.1613
C 0.0624 -0.0026 -0.1069
C -0.0018 -0.0166 -0.0191
C 0.0725 0.0187 -0.1141
C -0.0444 -0.0452 0.2111
C 0.0064 0.2883 0.3182
C -0.0723 0.0154 0.1682
C -0.0271 0.0130 -0.0219
C -0.0284 -0.0093 -0.0355
C -0.0038 0.0138 -0.1479
C 0.0087 0.1139 0.1084
H -0.0481 0.0004 0.0578
H -0.0109 -0.0894 -0.0451
H 0.0256 0.0138 0.0047
H 0.0475 0.0069 -0.0028
H -0.0090 0.0332 -0.0736
H -0.0033 -0.0215 -0.0543
H -0.0121 -0.0068 0.0104
H 0.0036 0.0150 0.0065
H -0.0344 0.0368 0.0345
H 0.0265 0.0091 0.0304
H -0.0615 -0.0597 -0.0083
H 0.0137 -0.0213 0.0432
H -0.0266 0.0025 0.0245
H -0.0031 0.0085 0.0272
H -0.0784 0.0124 -0.0440

Output
Net charge ... -2
Multiplicity ... 5
Electronic energy ... -166035.5550 eV
HOMO-LUMO gap (spin up / spin down) ... 6.1 / 5.8 eV
LUMO energy (spin up / spin down) ... 4.029 / 3.661 eV